Density functional theory data (ωB97M-V/def2-TZVPD) for a cluster of 10 separate species, C26H52O37S7 in total.

Last columns: bonded neighbours and bond lengths (Å).
Geometry (Å):
1 O 1.22565 1.47791 2.46574  S2 1.443
2 S 0.97177 1.54996 1.04676  O1 1.443, O3 1.418, O4 1.651, O7 1.604
3 O 1.38341 2.62867 0.22306  S2 1.418
4 O 1.24884 0.09892 0.30875  S2 1.651, C5 1.429
5 C 0.07010 -0.61315 -0.07137  O4 1.429, C6 1.506, H8 1.090, H9 1.090
6 C -1.05977 0.05215 0.66941  C5 1.506, O7 1.433, H10 1.094, H11 1.084
7 O -0.61242 1.40195 0.84729  S2 1.604, C6 1.433
8 H 0.05334 -0.52095 -1.15722  C5 1.090
9 H 0.11769 -1.69362 0.06783  C5 1.090
10 H -1.15031 -0.28395 1.70653  C6 1.094
11 H -2.00537 0.14692 0.14711  C6 1.084
12 O -1.22748 -3.40946 2.42915  S13 1.435
13 S -2.60185 -2.99931 2.39640  O12 1.435, O14 1.425, O15 1.630, O18 1.630
14 O -2.98789 -1.93150 3.25712  S13 1.425
15 O -3.00986 -2.64615 0.85831  S13 1.630, C16 1.410
16 C -4.34333 -3.05433 0.64772  O15 1.410, C17 1.530, H19 1.091, H20 1.087
17 C -4.41598 -4.39591 1.37873  C16 1.530, O18 1.430, H21 1.090, H22 1.090
18 O -3.69860 -4.18815 2.59781  S13 1.630, C17 1.430
19 H -5.10004 -2.36162 1.01930  C16 1.091
20 H -4.53612 -3.22817 -0.40761  C16 1.087
21 H -3.99650 -5.22800 0.81341  C17 1.090
22 H -5.44987 -4.62770 1.63277  C17 1.090
23 O 1.10996 -2.01574 -2.86553  S24 1.434
24 S 0.95064 -1.19368 -4.02939  O23 1.434, O25 1.441, O26 1.607, O29 1.639
25 O -0.25766 -0.43951 -4.25107  S24 1.441
26 O 2.21239 -0.30267 -4.47355  S24 1.607, C27 1.411
27 C 2.86519 -0.73628 -5.64740  O26 1.411, C28 1.528, H30 1.089, H31 1.089
28 C 1.83325 -1.58954 -6.38301  C27 1.528, O29 1.427, H32 1.087, H33 1.092
29 O 1.06064 -2.17626 -5.33719  S24 1.639, C28 1.427
30 H 3.00915 0.16472 -6.24209  C27 1.089
31 H 3.78615 -1.27866 -5.43969  C27 1.089
32 H 2.21165 -2.45996 -6.91347  C28 1.087
33 H 1.25119 -0.95852 -7.05726  C28 1.092
34 O -3.99504 0.54154 -1.33722  S35 1.435
35 S -3.71952 -0.61258 -2.14508  O34 1.435, O36 1.427, O37 1.611, O40 1.647
36 O -2.56873 -1.41198 -1.87569  S35 1.427
37 O -4.97838 -1.61730 -2.16554  S35 1.611, C38 1.436
38 C -5.79116 -1.46907 -3.34016  O37 1.436, C39 1.534, H41 1.085, H42 1.088
39 C -4.78378 -1.06979 -4.42550  C38 1.534, O40 1.416, H43 1.088, H44 1.091
40 O -3.79489 -0.30518 -3.76093  S35 1.647, C39 1.416
41 H -6.17332 -2.46930 -3.51257  C38 1.085
42 H -6.51889 -0.67041 -3.20999  C38 1.088
43 H -5.20845 -0.39478 -5.16544  C39 1.088
44 H -4.35989 -1.97025 -4.87357  C39 1.091
45 O 7.22104 2.72563 1.46229  S46 1.434
46 S 6.64071 2.66988 2.77283  O45 1.434, O47 1.419, O48 1.648, O51 1.639
47 O 7.46063 2.96160 3.89412  S46 1.419
48 O 5.26847 3.58048 2.70533  S46 1.648, C49 1.427
49 C 4.12337 2.72935 2.67858  O48 1.427, C50 1.505, H52 1.096, H53 1.085
50 C 4.59952 1.33336 2.38176  C49 1.505, O51 1.406, H54 1.097, H55 1.089
51 O 5.84285 1.26272 3.03497  S46 1.639, C50 1.406
52 H 3.76534 2.70467 3.71386  C49 1.096
53 H 3.29932 3.12547 2.09431  C49 1.085
54 H 4.67941 1.15333 1.30262  C50 1.097
55 H 3.80864 0.65178 2.69149  C50 1.089
56 O 2.55258 -0.12610 4.79217  S57 1.436
57 S 1.61795 -1.07576 4.25562  O56 1.436, O58 1.428, O59 1.612, O62 1.629
58 O 0.25206 -0.72362 4.03436  S57 1.428
59 O 2.28382 -1.85776 3.01374  S57 1.612, C60 1.422
60 C 2.23347 -3.27534 3.11506  O59 1.422, C61 1.535, H63 1.089, H64 1.086
61 C 1.58252 -3.59701 4.46773  C60 1.535, O62 1.427, H65 1.087, H66 1.092
62 O 1.65640 -2.38769 5.22093  S57 1.629, C61 1.427
63 H 1.59950 -3.73364 2.35809  C60 1.089
64 H 3.24406 -3.67103 3.06555  C60 1.086
65 H 2.07380 -4.36255 5.06265  C61 1.087
66 H 0.51846 -3.82788 4.38660  C61 1.092
67 O 2.18448 7.69253 2.27818  S68 1.436
68 S 1.75661 8.01028 0.94516  O67 1.436, O69 1.438, O70 1.638, O73 1.653
69 O 1.90793 9.33443 0.40538  S68 1.438
70 O 2.41574 6.96846 -0.13303  S68 1.638, C71 1.459
71 C 1.41702 6.06264 -0.69170  O70 1.459, C72 1.504, H74 1.088, H75 1.086
72 C 0.28860 6.11713 0.30124  C71 1.504, O73 1.426, H76 1.092, H77 1.088
73 O 0.21158 7.49514 0.66094  S68 1.653, C72 1.426
74 H 1.12946 6.46068 -1.66239  C71 1.088
75 H 1.87060 5.07884 -0.77439  C71 1.086
76 H 0.48946 5.51651 1.19037  C72 1.092
77 H -0.68776 5.93509 -0.14418  C72 1.088
78 C -2.81486 2.62797 4.45874  C79 1.537, H85 1.093, H86 1.087, H87 1.092
79 C -1.74651 1.52432 4.39886  C78 1.537, O80 1.411, H88 1.089, H89 1.092
80 O -1.77295 0.83642 5.63085  C79 1.411, C81 1.329
81 C -0.75370 0.96920 6.47381  O80 1.329, O82 1.206, O83 1.328
82 O 0.23793 1.62539 6.27181  C81 1.206
83 O -1.09672 0.40991 7.62857  C81 1.328, C84 1.414
84 C -0.31469 0.74117 8.75901  O83 1.414, H90 1.091, H91 1.093, H92 1.085
85 H -2.36513 3.56589 4.79303  C78 1.093
86 H -3.62730 2.36954 5.13344  C78 1.087
87 H -3.22093 2.85199 3.46983  C78 1.092
88 H -0.77943 1.94014 4.12132  C79 1.089
89 H -2.00751 0.84710 3.58330  C79 1.092
90 H 0.41140 1.54298 8.61504  C84 1.091
91 H 0.35000 -0.10057 8.97141  C84 1.093
92 H -0.91120 0.99626 9.62928  C84 1.085
93 C -1.22872 2.92738 -1.85420  C94 1.517, H100 1.094, H101 1.090, H102 1.086
94 C -2.07475 3.98044 -2.54412  C93 1.517, O95 1.426, H103 1.092, H104 1.091
95 O -1.72726 4.16918 -3.91470  C94 1.426, C96 1.316
96 C -1.03199 5.19470 -4.35836  O95 1.316, O97 1.202, O98 1.332
97 O -0.43246 6.02770 -3.73176  C96 1.202
98 O -1.09597 5.15935 -5.68856  C96 1.332, C99 1.424
99 C -0.26830 6.10581 -6.35738  O98 1.424, H105 1.089, H106 1.092, H107 1.086
100 H -1.37286 1.98573 -2.39136  C93 1.094
101 H -1.69784 2.69919 -0.89751  C93 1.090
102 H -0.19290 3.24628 -1.78858  C93 1.086
103 H -2.07745 4.94387 -2.03057  C94 1.092
104 H -3.10896 3.63366 -2.52409  C94 1.091
105 H 0.78975 5.95433 -6.14693  C99 1.089
106 H -0.43448 7.15404 -6.09853  C99 1.092
107 H -0.55540 5.98802 -7.39834  C99 1.086
108 C 0.40518 -5.07799 -1.28542  C109 1.526, H115 1.090, H116 1.093, H117 1.089
109 C 0.23231 -5.60333 -2.70749  C108 1.526, O110 1.417, H118 1.091, H119 1.088
110 O 1.40297 -6.22188 -3.21225  C109 1.417, C111 1.347
111 C 1.56682 -7.53437 -2.95657  O110 1.347, O112 1.205, O113 1.311
112 O 0.66008 -8.24228 -2.59641  C111 1.205
113 O 2.79861 -7.87929 -3.24158  C111 1.311, C114 1.413
114 C 3.10358 -9.25786 -3.17667  O113 1.413, H120 1.090, H121 1.088, H122 1.093
115 H 1.37029 -4.57222 -1.24507  C108 1.090
116 H 0.42218 -5.87523 -0.53727  C108 1.093
117 H -0.40165 -4.40532 -0.99678  C108 1.089
118 H 0.03440 -4.68446 -3.26094  C109 1.091
119 H -0.60627 -6.28064 -2.85818  C109 1.088
120 H 3.92875 -9.57413 -3.81418  C114 1.090
121 H 2.23189 -9.84780 -3.45403  C114 1.088
122 H 3.44848 -9.53153 -2.17635  C114 1.093

Highest occupied orbital energy   -10.2 eV
HOMO-LUMO gap   9.81 eV
Charge   0
Structure (SMILES)   O=S1(=O)OCCO1.O=S1(=O)OCCO1.O=S1(=O)OCCO1.O=S1(=O)OCCO1.O=S1(=O)OCCO1.O=S1(=O)OCCO1.O=S1(=O)OCCO1.CCOC(=O)OC.CCOC(=O)OC.CCOC(=O)OC
Electronic energy   -179401.857 eV
Spin multiplicity   1